# C30H37N5O4P3S2Ti

A molecular structure, C30H37N5O4P3S2Ti at a distorted geometry (ωB97M-V/def2-TZVPD, the Open Molecules 2025 dataset).

Results
LUMO level (alpha / beta): 0.196 / -0.129 eV
HOMO-LUMO gap (alpha / beta): 0.2409 / 0.2413 Ha
spin multiplicity: 2
total charge: 0
energy above the lowest of the compared OMol25 structures with the same formula, charge and spin: 44.47 kcal per mole
E_HOMO (alpha / beta): -6.3591 / -6.6941 eV

Each line ends with the Löwdin charge.
Cartesian coordinates (Å):
1 Ti -0.23 -0.32 -2.28  0.2994
2 N -0.88 3.22 -0.76  0.0282
3 N -1.31 3.57 -2.05  -0.0321
4 C -0.96 2.73 -3.09  -0.4961
5 N -1.59 2.93 -4.25  0.1803
6 N -0.02 1.84 -2.89  0.0607
7 N 0.05 0.77 -3.86  -0.5364
8 O -0.27 0.87 -5.11  -0.1498
9 O 1.18 0.05 -3.51  -0.2253
10 H -1.50 2.53 -0.34  0.0516
11 H -0.85 4.06 -0.20  0.0837
12 H -2.26 3.91 -2.12  0.1309
13 H -2.41 3.51 -4.30  0.1051
14 H -1.36 2.23 -4.97  0.0822
15 C -6.72 -2.50 -1.82  -0.0737
16 C -5.57 -1.62 -2.21  -0.3013
17 O -4.34 -2.31 -1.90  -0.3464
18 P -2.94 -1.89 -2.59  0.2131
19 S -0.75 -2.47 -2.50  0.3085
20 S -2.64 0.08 -2.14  0.3254
21 O -3.27 -1.92 -4.17  -0.3551
22 C -2.85 -3.01 -5.01  -0.2910
23 C -3.39 -4.34 -4.55  -0.0845
24 H -7.67 -2.00 -2.01  0.0796
25 H -6.67 -2.75 -0.76  0.0784
26 H -6.70 -3.43 -2.39  0.0758
27 H -5.57 -0.68 -1.66  0.1016
28 H -5.59 -1.38 -3.28  0.1119
29 H -1.76 -3.01 -5.04  0.0843
30 H -3.23 -2.75 -6.00  0.1209
31 H -3.01 -4.60 -3.56  0.0636
32 H -3.07 -5.12 -5.24  0.0812
33 H -4.48 -4.33 -4.51  0.0772
34 C 0.33 1.40 1.86  -0.5291
35 P 0.03 0.13 0.56  1.0012
36 C -0.32 -1.46 1.38  -0.3818
37 C 0.60 -2.21 2.11  -0.1127
38 C 0.22 -3.42 2.67  -0.0699
39 C -1.07 -3.89 2.51  -0.0760
40 C -1.99 -3.15 1.78  -0.0715
41 C -1.62 -1.94 1.22  -0.1112
42 C 1.64 -0.10 -0.27  -0.4311
43 C 2.17 -1.35 -0.60  -0.1104
44 C 3.32 -1.43 -1.38  -0.0623
45 C 3.94 -0.29 -1.85  -0.0650
46 C 3.40 0.96 -1.55  -0.0709
47 C 2.26 1.05 -0.78  -0.1423
48 P 1.10 0.95 3.48  1.0372
49 C 1.42 2.63 4.16  -0.3865
50 C 2.33 2.73 5.20  -0.1059
51 C 2.59 3.95 5.81  -0.0835
52 C 1.93 5.10 5.38  -0.0931
53 C 1.01 5.01 4.35  -0.0885
54 C 0.75 3.78 3.74  -0.1024
55 C 2.83 0.52 3.01  -0.4061
56 C 3.37 -0.65 3.53  -0.1346
57 C 4.67 -1.04 3.22  -0.0800
58 C 5.43 -0.25 2.38  -0.0781
59 C 4.91 0.93 1.86  -0.0736
60 C 3.61 1.31 2.18  -0.0935
61 H -0.67 1.78 2.11  0.0378
62 H 0.87 2.21 1.36  0.0288
63 H 1.62 -1.85 2.22  0.0773
64 H 0.95 -3.99 3.23  0.1053
65 H -1.36 -4.84 2.94  0.1036
66 H -3.00 -3.52 1.64  0.1059
67 H -2.33 -1.37 0.63  0.0743
68 H 1.70 -2.25 -0.23  0.0967
69 H 3.72 -2.41 -1.63  0.1108
70 H 4.82 -0.37 -2.47  0.1089
71 H 3.85 1.86 -1.95  0.1149
72 H 1.80 2.02 -0.62  0.0946
73 H 2.86 1.85 5.54  0.1035
74 H 3.31 4.01 6.61  0.1034
75 H 2.13 6.05 5.85  0.1011
76 H 0.49 5.89 4.01  0.1014
77 H 0.03 3.74 2.94  0.0823
78 H 2.77 -1.27 4.19  0.0967
79 H 5.08 -1.95 3.64  0.1027
80 H 6.44 -0.55 2.12  0.1034
81 H 5.50 1.55 1.20  0.1071
82 H 3.22 2.24 1.79  0.1091


# C19H50AlBCl2O9P

A molecular structure, C19H50AlBCl2O9P at a distorted geometry (ωB97M-V/def2-TZVPD, the Open Molecules 2025 dataset).

Results
LUMO level: 2.219 eV
HOMO-LUMO gap: 0.2379 Ha
spin multiplicity: 1
total charge: -1
E_HOMO: -4.2550 eV

Each line ends with the Löwdin charge.
Cartesian coordinates (Å):
1 C 2.40 -2.32 1.36  -0.1120
2 C 1.15 -3.23 1.55  -0.2142
3 B 0.40 -3.42 0.16  -0.4570
4 O 0.64 -4.63 -0.51  0.0249
5 Al -0.87 -1.84 -0.53  0.1562
6 O -1.61 -2.13 -2.13  -0.2252
7 C 0.28 -0.13 -0.53  -0.2223
8 C -0.40 1.03 -1.06  -0.8468
9 O -0.72 1.20 -2.21  0.0039
10 Cl -0.75 2.33 0.17  0.5209
11 P -2.69 -1.64 1.03  0.4308
12 O -2.76 -3.09 1.87  -0.4858
13 Cl -1.95 -0.24 2.44  0.0244
14 H 2.63 -2.26 0.30  0.0571
15 H 2.26 -1.34 1.76  0.0602
16 H 3.24 -2.79 1.86  0.0582
17 H 0.49 -2.73 2.25  0.0720
18 H 1.49 -4.18 1.95  0.0806
19 H 0.98 -4.40 -1.38  0.0755
20 H -2.53 -2.39 -2.07  -0.0213
21 H 1.13 -0.37 -1.14  0.0766
22 H 0.57 0.01 0.50  0.0280
23 H -3.45 -3.05 2.53  0.0216
24 C -2.03 -7.36 2.29  -0.0630
25 C -2.84 -7.03 1.05  -0.4979
26 C -1.95 -6.88 -0.17  -0.0490
27 O -3.59 -5.83 1.25  -0.0632
28 H -1.32 -6.55 2.51  0.0814
29 H -2.68 -7.46 3.16  0.0735
30 H -1.47 -8.29 2.17  0.0740
31 H -3.58 -7.82 0.87  0.1306
32 H -1.24 -6.07 -0.04  0.0651
33 H -2.55 -6.65 -1.05  0.0629
34 H -1.39 -7.80 -0.37  0.0829
35 H -2.96 -5.11 1.42  0.0466
36 C -0.93 3.95 -6.17  -0.0694
37 C 0.17 2.92 -5.95  -0.5083
38 C -0.27 1.54 -6.43  -0.0640
39 O 0.53 2.87 -4.58  -0.0549
40 H -1.82 3.69 -5.59  0.0818
41 H -0.60 4.93 -5.82  0.0747
42 H -1.21 4.03 -7.22  0.0726
43 H 1.06 3.22 -6.50  0.1317
44 H -1.14 1.20 -5.86  0.0847
45 H 0.52 0.81 -6.27  0.0778
46 H -0.53 1.55 -7.49  0.0725
47 H -0.24 2.59 -4.07  0.0640
48 C 2.97 5.29 0.93  -0.0602
49 C 2.23 5.89 2.12  -0.5021
50 C 2.29 4.97 3.33  -0.0638
51 O 0.87 6.15 1.77  -0.0563
52 H 2.51 4.35 0.63  0.0804
53 H 2.92 5.96 0.07  0.0778
54 H 4.02 5.11 1.17  0.0777
55 H 2.67 6.86 2.37  0.1273
56 H 1.81 4.01 3.10  0.0838
57 H 1.75 5.41 4.17  0.0673
58 H 3.32 4.78 3.63  0.0765
59 H 0.47 5.30 1.54  0.0750
60 C -2.33 -6.11 -4.04  -0.0608
61 C -3.64 -5.35 -4.16  -0.4983
62 C -4.31 -5.61 -5.51  -0.0694
63 O -3.41 -3.96 -3.99  -0.0472
64 H -1.63 -5.79 -4.82  0.0815
65 H -1.86 -5.91 -3.08  0.0639
66 H -2.48 -7.19 -4.14  0.0792
67 H -4.32 -5.65 -3.36  0.1376
68 H -3.66 -5.27 -6.33  0.0775
69 H -5.24 -5.06 -5.59  0.0754
70 H -4.52 -6.67 -5.65  0.0744
71 H -2.81 -3.67 -4.68  0.0899
72 C 2.55 7.21 7.02  -0.0628
73 C 4.04 7.33 6.74  -0.4993
74 C 4.57 8.71 7.14  -0.0675
75 O 4.30 7.09 5.36  -0.0580
76 H 1.99 7.95 6.44  0.0831
77 H 2.19 6.23 6.73  0.0744
78 H 2.33 7.37 8.08  0.0775
79 H 4.58 6.56 7.29  0.1367
80 H 4.08 9.49 6.56  0.0799
81 H 5.64 8.78 6.93  0.0765
82 H 4.41 8.90 8.20  0.0770
83 H 3.84 7.76 4.85  0.0823


Question: Which of these has the lowest total charge?
Answer: C19H50AlBCl2O9P